[1]
C6H8N4O2 | ωB97M-V with the def2-TZVPD basis set

## Properties
* ΔE to the lowest compared entry with this formula, charge and spin: 536.8 kJ/mol
* frontier orbital gap (alpha / beta): 0.241 / 0.297 hartree
* total charge: 0
* energy: -16402.346 eV

CARTESIAN COORDINATES (ANGSTROEM)
C 2.15910 -1.52299 -0.47701
C 0.64326 0.41290 0.34761
C -2.70181 -0.52974 -0.00314
C 2.77041 -0.35763 0.27700
C -0.32685 1.51408 0.22587
C 0.12187 -0.96731 0.25615
N 0.89744 -1.82376 -0.36700
N 1.87763 0.71187 0.33791
N -1.78039 -0.08130 -0.86133
N -1.19999 1.19022 -0.87648
O -3.67071 0.40196 0.31016
O -2.76830 -1.62654 0.53918
H 2.77477 -2.10154 -1.10555
H 3.08988 -0.51998 1.35824
H 3.65479 -0.06816 -0.22688
H -1.00387 1.77284 1.18312
H 0.20567 2.46812 -0.05862
H -0.83962 -1.33405 0.68542
H -3.22096 1.29177 0.23288
H -0.68231 1.16924 -1.77754

***

[2]
C4H13N2O | ωB97M-V with the def2-TZVPD basis set

## Properties
* ΔE to the lowest compared entry with this formula, charge and spin: 463.9 kJ/mol
* frontier orbital gap: 0.324 hartree
* total charge: +1
* energy: -9376.776 eV

CARTESIAN COORDINATES (ANGSTROEM)
C -0.16248 -1.09596 -2.03270
C -1.17398 1.15844 0.19958
C -0.32695 -0.67789 1.61834
C 1.04522 -0.54052 -1.31231
N 1.13423 1.12088 0.83720
N -0.05376 0.37220 0.67136
O 1.59555 0.52689 -1.71464
H -1.00174 -0.58502 -1.64783
H -0.30538 -2.18591 -1.78576
H -0.05721 -0.89714 -3.21956
H -1.95026 0.65053 -0.29277
H -1.78331 1.61765 1.06017
H -0.74354 1.93977 -0.38761
H 0.42853 -0.94526 2.25256
H -1.12432 -0.19230 2.28314
H -0.57698 -1.61752 1.11010
H 1.59269 -1.14447 -0.67666
H 1.89968 0.54535 1.11109
H 1.08210 1.86845 1.62064
H 2.05064 1.03746 -0.99032

***

[3]
C10H13ClN3 | ωB97M-V with the def2-TZVPD basis set

## Properties
* ΔE to the lowest compared entry with this formula, charge and spin: 169.5 kJ/mol
* frontier orbital gap: 0.346 hartree
* total charge: +1
* energy: -27565.212 eV

CARTESIAN COORDINATES (ANGSTROEM)
C 1.70045 2.34789 0.06295
C 1.46309 1.01549 0.35409
C 1.34598 2.88073 -1.16337
C 0.54991 0.71259 -1.85135
C 0.87889 0.18893 -0.60310
C 0.78022 2.05226 -2.12536
C 0.59262 -1.63170 1.14189
C -0.54905 -1.68331 1.79738
C 0.55939 -1.22645 -0.29184
C -2.27569 -0.00696 1.62191
N -1.39948 -1.21120 -0.32911
N 0.98418 -2.16616 -1.16338
N -1.73752 -1.26054 1.04008
Cl 0.32902 2.68816 -3.65837
H 2.15791 2.98374 0.80575
H 1.74639 0.61866 1.31810
H 1.49936 3.92670 -1.37590
H 0.07316 0.09835 -2.59924
H 1.53936 -1.89345 1.58478
H -0.70064 -1.98003 2.82057
H -1.51571 0.77291 1.55863
H -3.15595 0.30645 1.06177
H -2.54363 -0.16247 2.66653
H -1.64853 -0.31015 -0.72518
H 0.78706 -3.13293 -0.95415
H 1.00162 -1.93462 -2.14465
H -2.46242 -1.99291 1.15056